No. 1
# C4H15N2O3

A 3-piece molecular cluster, C4H15N2O3 overall in a non-equilibrium geometry (ωB97M-V/def2-TZVPD, OMol25).

Summary:
**E_HOMO**: -13.55 eV
**Lowest unoccupied orbital energy**: -2.80 eV
**Orbital gap**: 0.395 hartree
**Charge**: +1
**Total energy**: -13507.2952 eV
**Relative energy (zero: lowest compared OMol25 entry of this formula, charge and spin)**: 242.9 kJ/mol

Atoms and positions in Å:
N  -0.37960  0.56392  -1.30929
C  -0.15670  0.32718  0.28636
C  0.36804  -1.08027  0.45164
C  -0.62866  -2.14762  -0.04633
O  -1.41935  -1.90019  -0.91579
C  0.82310  1.42209  0.87910
N  0.50610  2.67208  0.14145
H  -1.37219  0.52785  -1.56662
H  0.27397  0.02896  -1.93291
H  -0.20425  1.57680  -1.41468
H  -1.14915  0.41361  0.78773
H  1.22014  -1.23045  -0.23324
H  0.61067  -1.39975  1.48894
H  -0.60333  -3.17260  0.34482
H  0.62548  1.38163  1.98613
H  1.86037  1.20512  0.85446
H  1.26594  3.33762  0.21443
H  -0.39945  3.06609  0.33592
H  0.43767  -2.00189  -3.07972
H  1.86044  -1.72431  -2.76140
O  1.02210  -1.26349  -2.86656
H  -1.93305  0.44333  2.53636
H  -1.44358  -0.92111  3.12451
O  -1.18471  -0.12461  2.69469

Force components x, y, z for each atom (eV/Å):
N 0.034 1.421 1.771
C 0.336 0.158 -0.963
C -0.508 -1.697 -0.032
C 0.201 0.677 -0.158
O -0.500 0.082 -0.300
C -2.791 0.162 0.071
N 1.049 -0.910 0.315
H 0.457 -1.088 0.054
H -0.753 -0.115 0.403
H 0.772 -0.011 0.174
H 0.940 0.104 -1.187
H 0.142 0.056 0.575
H 0.237 0.845 -0.677
H 0.362 -0.054 0.358
H -0.220 0.454 -0.930
H 0.982 -0.378 -0.876
H -0.437 0.194 0.042
H 0.084 0.300 0.501
H -0.389 0.204 -0.098
H 0.394 0.307 -0.035
O 0.094 -0.556 0.004
H -0.697 -0.079 0.510
H -0.762 -0.703 0.685
O 0.974 0.626 -0.208

Results of the Löwdin charge analysis, in e, for atoms 1 through 5:
1. N 0.198
2. C -0.227
3. C -0.132
4. C -0.221
5. O 0.050

No. 2
# C4H15N2O4

A 3-piece molecular cluster, C4H15N2O4 overall in a non-equilibrium geometry (ωB97M-V/def2-TZVPD, OMol25).

Summary:
**E_HOMO**: -13.84 eV
**Lowest unoccupied orbital energy**: -2.97 eV
**Orbital gap**: 0.399 hartree
**Charge**: +1
**Total energy**: -15553.7692 eV
**Relative energy (zero: lowest compared OMol25 entry of this formula, charge and spin)**: 249.7 kJ/mol

Atoms and positions in Å:
C  1.68943  0.63784  0.65171
O  2.60268  -0.42271  0.72728
C  0.34335  -0.21906  0.32724
C  -0.76890  0.64084  0.91041
C  -0.85976  1.83057  -0.16381
N  -1.88420  2.75107  0.16872
O  -0.06905  2.00277  -0.98214
N  0.38868  -1.49497  1.16910
H  1.78919  1.18592  1.66391
H  1.88508  1.35277  -0.21794
H  3.22105  -0.16604  1.42197
H  0.23530  -0.50412  -0.81380
H  -1.72478  0.07053  0.91208
H  -0.51412  0.83223  1.95701
H  -1.88330  3.48208  -0.57161
H  -2.59373  2.42550  0.69522
H  0.57310  -1.19797  2.16575
H  1.15135  -2.07975  0.92979
H  -0.48190  -1.85472  1.31809
H  0.29313  0.30331  -2.59461
H  -0.60932  -0.88003  -3.20687
O  -0.02480  -0.57958  -2.63605
H  -0.47542  -2.14571  -1.71061
H  -1.39298  -3.35403  -1.20269
O  -0.89007  -2.61672  -0.91816

Force components x, y, z for each atom (eV/Å):
C -0.580 -0.682 -0.782
O 1.756 -0.069 0.479
C 0.684 1.240 0.022
C -0.811 -1.045 -2.178
C -4.924 0.591 6.824
N 5.293 0.173 -4.118
O 3.116 0.525 -4.201
N 2.262 3.957 2.223
H -1.197 -0.499 -1.567
H -0.169 -1.035 1.394
H 0.436 -0.465 -0.403
H 0.294 0.598 2.906
H 0.290 0.488 -0.098
H -0.208 0.871 -0.287
H -1.010 -0.572 1.271
H -3.103 -0.642 1.761
H 0.492 -0.063 -1.128
H 0.562 -1.182 -0.655
H -3.019 -2.161 -0.907
H -0.300 1.289 -0.891
H -4.171 -0.838 -4.794
O 4.362 -0.232 4.925
H -0.896 -1.121 1.475
H -0.632 -1.049 -0.705
O 1.471 1.921 -0.564

Results of the Löwdin charge analysis, in e, for atoms 1 through 5:
1. C -0.170
2. O -0.078
3. C -0.248
4. C -0.060
5. C -0.500

No. 3
# C4H15N2OS

A 4-piece molecular cluster, C4H15N2OS overall in a non-equilibrium geometry (ωB97M-V/def2-TZVPD, OMol25).

Summary:
**E_HOMO**: -11.55 eV
**Lowest unoccupied orbital energy**: -8.28 eV
**Orbital gap**: 0.120 hartree
**Charge**: +1
**Total energy**: -20242.2520 eV
**Relative energy (zero: lowest compared OMol25 entry of this formula, charge and spin)**: 588.9 kJ/mol

Atoms and positions in Å:
N  -1.74066  2.91623  -3.74464
C  1.54144  -1.71276  1.61365
C  1.95584  -0.65172  0.93745
C  -0.71695  0.94709  -0.35314
S  -0.43394  2.44739  -1.05615
C  2.51622  -2.62611  2.30284
N  2.00291  -3.97756  2.41608
H  -2.46967  2.83178  -3.05044
H  -0.84941  3.11014  -3.34291
H  -1.68163  2.04323  -4.24797
H  0.49900  -1.91270  1.85382
H  1.33357  0.18607  0.63496
H  3.01127  -0.59476  0.69534
H  -1.78843  0.76669  -0.18307
H  -0.36605  0.18283  -1.04273
H  -0.45138  3.12862  0.12072
H  3.45230  -2.60010  1.73643
H  2.71534  -2.22982  3.30200
H  2.69793  -4.69058  2.31412
H  1.24261  -4.18252  1.77004
H  -3.60532  2.15368  -0.32756
H  -4.89366  2.36590  -1.13522
O  -3.97134  2.09897  -1.21360

Force components x, y, z for each atom (eV/Å):
N -0.425 -0.337 -0.092
C -0.028 0.208 0.723
C 0.201 -0.364 -0.060
C -1.414 0.853 -3.958
S 1.895 -1.083 1.657
C 0.106 -0.313 -0.720
N -0.931 -0.182 -0.027
H -0.208 0.162 0.138
H 0.517 0.456 -0.062
H -0.002 -0.110 -0.184
H -0.051 0.247 -0.029
H -0.200 -0.098 -0.113
H -0.005 0.398 0.012
H 0.494 -0.177 2.331
H 0.374 -0.327 0.323
H -1.205 0.420 -0.283
H 0.129 0.119 0.120
H -0.012 0.097 -0.015
H 0.321 -0.175 0.012
H 0.381 0.126 0.148
H -0.393 0.164 0.186
H -0.028 -0.014 0.021
O 0.483 -0.071 -0.127

Results of the Löwdin charge analysis, in e, for atoms 1 through 5:
1. N 0.043
2. C -0.166
3. C -0.004
4. C -0.231
5. S 1.035

No. 4
# C4H15N2OS

A 4-piece molecular cluster, C4H15N2OS overall in a non-equilibrium geometry (ωB97M-V/def2-TZVPD, OMol25).

Summary:
**E_HOMO**: -12.21 eV
**Lowest unoccupied orbital energy**: -9.35 eV
**Orbital gap**: 0.105 hartree
**Charge**: +1
**Total energy**: -20239.2116 eV
**Relative energy (zero: lowest compared OMol25 entry of this formula, charge and spin)**: 882.3 kJ/mol

Atoms and positions in Å:
N  2.90721  -0.01331  3.98170
C  0.01490  0.26080  -2.92446
C  0.21905  1.24080  -2.11431
C  0.79342  0.55758  1.04622
S  -0.57732  -0.35878  0.55501
C  -1.03055  0.52782  -4.08998
N  -2.20357  -0.31686  -3.84533
H  3.59914  -0.72665  4.10069
H  2.55413  0.23973  3.04098
H  3.13702  0.78096  4.59157
H  0.47766  -0.86117  -2.85831
H  0.80157  1.10672  -1.20642
H  -0.45196  2.10682  -2.08012
H  0.27915  1.22433  1.81452
H  1.49953  -0.19134  1.46007
H  -0.82436  -1.02740  1.61076
H  -1.43633  1.52749  -4.07963
H  -0.66300  0.33590  -5.10574
H  -2.51835  -0.29690  -2.87703
H  -3.02474  0.01391  -4.41890
H  -0.43026  -0.88228  5.14336
H  0.16955  -0.71238  3.67576
O  0.14524  -1.26351  4.48111

Force components x, y, z for each atom (eV/Å):
N -0.792 1.313 -0.042
C -0.601 -3.339 -3.124
C -0.843 1.238 1.900
C -1.836 -3.054 3.387
S -1.427 2.251 -3.345
C -0.218 -0.900 1.091
N -1.313 -0.374 -0.735
H 0.070 -0.353 -0.627
H 1.357 -0.314 1.340
H -0.364 -0.424 -0.783
H -1.027 3.006 -0.206
H 0.781 0.164 0.484
H 0.693 0.065 -0.357
H 1.679 1.809 -1.978
H 0.323 1.089 -0.305
H 0.983 -2.455 1.915
H 0.855 0.944 0.172
H 0.332 -0.156 0.439
H 0.216 0.113 -0.203
H 1.303 -0.538 0.792
H -0.244 0.409 -0.074
H -0.117 -0.121 1.307
O 0.191 -0.375 -1.047

Results of the Löwdin charge analysis, in e, for atoms 1 through 5:
1. N 0.059
2. C -0.151
3. C -0.070
4. C -0.195
5. S 0.945

No. 5
# C4H15N2OS

A 2-piece molecular cluster, C4H15N2OS overall in a non-equilibrium geometry (ωB97M-V/def2-TZVPD, OMol25).

Summary:
**E_HOMO**: -12.17 eV
**Lowest unoccupied orbital energy**: -2.96 eV
**Orbital gap**: 0.338 hartree
**Charge**: +1
**Total energy**: -20247.8141 eV
**Relative energy (zero: lowest compared OMol25 entry of this formula, charge and spin)**: 52.3 kJ/mol

Atoms and positions in Å:
N  -1.29538  -0.09170  1.04505
C  0.02106  -0.66524  0.42817
C  1.00764  0.46339  0.52351
C  2.43609  -0.09887  0.35111
S  3.60988  0.96350  -0.48942
C  -0.41719  -1.00950  -0.99525
N  -1.38363  -2.09692  -0.95869
H  -0.98553  0.14920  1.98643
H  -2.10740  -0.68416  1.21600
H  -1.60049  0.72902  0.50081
H  0.22102  -1.59115  0.97649
H  0.86940  1.09911  1.40010
H  0.95538  1.17198  -0.32274
H  2.39257  -1.12716  -0.02611
H  2.93740  -0.39637  1.29018
H  3.40408  1.97240  0.35755
H  -0.87520  -0.14516  -1.47291
H  0.48122  -1.29957  -1.56133
H  -2.13584  -2.02849  -1.61882
H  -0.95423  -2.99256  -0.81370
H  -1.73961  2.56104  -1.28120
H  -2.75713  2.84840  -0.10900
O  -2.08409  2.26884  -0.42623

Force components x, y, z for each atom (eV/Å):
N 0.854 -0.325 1.266
C -2.618 0.507 -0.690
C 1.539 0.200 -0.860
C 0.409 -1.172 1.825
S -0.124 -0.095 -0.541
C 0.580 -1.135 -0.302
N 0.097 0.949 0.922
H -0.372 0.725 -0.011
H 0.244 -0.676 -0.773
H 0.038 0.388 0.116
H 0.328 0.361 0.111
H 0.260 -0.291 0.272
H -0.734 -0.375 0.126
H 0.036 0.458 -1.091
H -0.576 0.675 0.218
H 0.138 0.194 0.101
H 0.149 0.124 0.005
H -0.123 0.350 -0.038
H 0.156 -0.442 -0.255
H -0.313 -0.313 -0.460
H -0.378 0.247 0.301
H -0.678 0.869 -0.022
O 1.087 -1.222 -0.218

Results of the Löwdin charge analysis, in e, for atoms 1 through 5:
1. N 0.200
2. C -0.273
3. C -0.226
4. C -0.601
5. S 0.751

No. 6
# C4H15N3O

A 2-piece molecular cluster, C4H15N3O overall in a non-equilibrium geometry (ωB97M-V/def2-TZVPD, OMol25).

Summary:
**E_HOMO**: -8.11 eV
**Lowest unoccupied orbital energy**: 0.76 eV
**Orbital gap**: 0.326 hartree
**SMILES**: NCCNCCN.O
**Total energy**: -10907.8545 eV
**Relative energy (zero: lowest compared OMol25 entry of this formula, charge and spin)**: 162.6 kJ/mol

Atoms and positions in Å:
N  0.51807  -2.29875  0.23392
C  0.10546  -1.77235  -1.08448
C  -0.62466  -0.44405  -1.07357
N  0.39120  0.62508  -1.49913
C  0.14884  1.96191  -0.97398
C  0.64165  2.23532  0.48941
N  -0.09381  1.69176  1.64987
H  0.67245  -3.29868  0.23400
H  1.41534  -1.88904  0.47664
H  -0.56135  -2.49760  -1.59548
H  0.95975  -1.85384  -1.77614
H  -1.39820  -0.34460  -1.83615
H  -0.88126  -0.22827  -0.04439
H  1.31492  0.26295  -1.29917
H  0.74672  2.63536  -1.59270
H  -0.93213  2.16686  -0.95436
H  1.56839  1.62154  0.57966
H  0.72155  3.32998  0.62166
H  -0.08650  0.69231  1.48522
H  -1.05436  1.99800  1.75352
O  -1.44032  -1.18503  1.96623
H  -0.91192  -1.41333  2.74366
H  -1.21986  -1.99553  1.49574

Force components x, y, z for each atom (eV/Å):
N -0.008 0.335 -0.012
C -0.507 -2.068 -1.190
C 2.715 1.694 -0.485
N -1.155 -0.899 0.284
C 0.434 -0.268 1.239
C -0.154 -0.738 0.183
N 0.276 -0.183 -0.729
H -0.053 -0.014 -0.355
H -0.158 0.005 0.169
H 0.033 0.031 0.788
H -0.068 0.901 0.003
H -0.364 -0.430 0.553
H -0.962 -0.189 -0.119
H 0.128 0.414 0.141
H -0.536 0.337 -0.150
H 0.278 0.124 -0.674
H 0.180 1.315 -0.205
H 0.563 -0.528 -0.052
H -0.520 -0.092 0.627
H 0.002 0.000 -0.302
O 0.088 -0.539 0.882
H -0.195 0.723 0.391
H -0.017 0.067 -0.985

Results of the Löwdin charge analysis, in e, for atoms 1 through 5:
1. N -0.015
2. C -0.273
3. C -0.182
4. N -0.091
5. C -0.245